Record 1
Computed, not measured: C10H11N5O8 in the gas phase, with wB97M-V/def2-TZVPD.

Element x y z (Å)
C: 4.259 1.169 -3.882
C: 3.706 1.664 -2.560
O: 2.662 0.701 -2.114
C: 1.920 1.103 -1.088
O: 1.898 2.238 -0.651
C: 1.062 0.019 -0.449
N: -0.245 0.711 -0.226
C: -1.611 0.279 0.566
C: -1.748 0.422 2.053
N: -1.480 1.741 2.599
O: -1.575 1.911 3.837
O: -1.123 2.654 1.818
C: -2.194 -0.567 2.962
C: -2.526 -1.885 2.553
N: -2.766 -2.928 3.551
O: -2.977 -4.107 3.199
O: -2.713 -2.560 4.752
C: -2.437 -2.108 1.125
N: -2.463 -3.302 0.460
O: -2.164 -2.983 -0.824
N: -2.049 -1.598 -1.008
O: -1.707 -1.193 -2.125
C: -2.135 -1.045 0.261
H: 5.149 1.755 -4.166
H: 4.571 0.118 -3.828
H: 3.506 1.285 -4.676
H: 4.502 1.664 -1.800
H: 3.243 2.659 -2.650
H: 1.028 -0.881 -1.077
H: 1.481 -0.277 0.519
H: -0.630 0.902 -1.197
H: 0.048 1.716 -0.045
H: -2.253 1.062 0.078
H: -2.240 -0.337 4.032

Summary:
E_tot = -34367.0474 eV
relative energy (zero: lowest compared OMol25 entry of this formula, charge and spin) = 40.8 kJ/mol
frontier orbital gap = 7.41 eV
structure (SMILES) = CCOC(=O)C[NH2+][C@@H]1C(=[N+]([O-])[O-])C=C([N+](=O)[O-])c2no[n+]([O-])c21

Record 2
Computed, not measured: C10H11NO2 in the gas phase, with wB97M-V/def2-TZVPD.

Element x y z (Å)
C: 2.824 0.516 0.209
C: 2.734 -0.879 0.277
C: 1.643 1.253 0.223
C: 1.506 -1.539 0.156
C: 0.406 0.662 0.112
C: 0.302 -0.772 0.137
C: -1.998 -0.426 0.162
C: -0.824 1.482 0.052
C: -1.071 2.226 -1.203
C: -1.246 -2.715 0.148
N: -0.990 -1.273 0.192
O: -3.171 -0.714 0.141
O: -1.059 2.169 1.253
H: 3.841 0.887 0.285
H: 3.701 -1.430 0.308
H: 1.513 2.366 0.442
H: 1.298 -2.598 0.261
H: -0.347 1.810 -1.975
H: -0.974 3.284 -1.002
H: -2.037 1.983 -1.663
H: -0.736 -3.076 -0.707
H: -1.186 -3.291 1.174
H: -2.365 -2.798 -0.060
H: -1.762 2.873 1.078

Summary:
E_tot = -16131.0659 eV
relative energy (zero: lowest compared OMol25 entry of this formula, charge and spin) = 311.2 kJ/mol
frontier orbital gap = 8.64 eV

Record 3
Computed, not measured: C10H11NO3 in the gas phase, with wB97M-V/def2-TZVPD.

Element x y z (Å)
C: 1.603 -0.563 2.894
C: 1.307 -0.341 1.583
C: -0.434 1.910 -0.300
C: 3.625 -0.740 1.653
C: 3.052 -0.922 3.059
C: -1.882 0.248 -1.947
C: -1.625 -0.102 -0.518
C: -1.851 1.773 -2.158
C: -0.264 0.465 -0.058
C: 2.498 -0.448 0.821
N: -1.106 2.495 -1.138
O: 4.785 -1.006 1.337
O: 0.096 0.048 1.172
O: 2.538 -0.363 -0.619
H: 1.079 -0.647 3.754
H: 3.386 -0.136 3.666
H: 3.198 -1.941 3.441
H: -0.991 -0.294 -2.486
H: -2.837 -0.089 -2.214
H: -2.294 0.233 0.265
H: -1.688 -1.220 -0.519
H: -1.360 2.054 -3.157
H: -2.975 2.218 -2.125
H: 0.500 0.306 -0.757
H: 3.383 -0.165 -0.870

Summary:
E_tot = -18175.3348 eV
relative energy (zero: lowest compared OMol25 entry of this formula, charge and spin) = 630.9 kJ/mol
frontier orbital gap (alpha / beta) = 8.10 / 6.55 eV

Record 4
Computed, not measured: a gas-phase ion, C10H11NO3P (charge +1), with wB97M-V/def2-TZVPD.

Element x y z (Å)
O: 2.755 -1.211 1.425
P: 3.438 0.249 1.374
O: 4.765 0.368 2.495
O: 3.937 0.546 -0.305
C: 2.006 1.494 1.702
C: 0.753 0.993 0.716
C: -0.391 -0.064 1.281
C: -1.562 -0.513 0.213
C: -2.761 -1.545 0.645
C: -3.864 -1.969 -0.528
C: -3.856 -1.401 -2.070
C: -2.671 -0.328 -2.472
C: -1.536 0.078 -1.322
C: -0.334 1.132 -1.740
N: 0.746 1.521 -0.714
H: 5.320 -0.467 2.310
H: 3.252 0.007 -0.826
H: 1.651 1.520 2.817
H: 2.263 2.598 1.328
H: -0.329 -0.475 2.385
H: -2.836 -1.986 1.730
H: -4.716 -2.726 -0.181
H: -4.635 -1.713 -2.886
H: -2.658 0.119 -3.578
H: -0.264 1.601 -2.812
H: 1.529 2.172 -0.989

Summary:
E_tot = -27452.0509 eV
charge = +1
relative energy (zero: lowest compared OMol25 entry of this formula, charge and spin) = 643.7 kJ/mol
frontier orbital gap = 6.62 eV
structure (SMILES) = O=P(O)(O)Cc1cc2ccccc2c[nH+]1